The following is a DFT calculation (wB97M-V/def2-TZVPD) of a single C16H15F2N3O2 molecule.

HOMO-LUMO gap: 8.777 eV
energy relative to the best compared isomer or geometry (same formula, charge and spin): 41.3 kJ/mol
E_LUMO: 0.499 eV
multiplicity: 1

CARTESIAN COORDINATES (ANGSTROEM)
H (0.73762, 0.06647, -3.28066)
C (-1.21511, -0.91008, -2.75403)
H (0.22142, -3.26211, -3.60144)
C (1.18433, 2.77521, 0.94145)
O (-0.12903, -2.61295, -4.28759)
H (-1.83937, -1.53097, -4.68988)
C (1.67791, 2.15367, 2.26215)
H (0.92398, 2.33175, 2.99959)
H (2.51710, 2.65498, 2.59942)
H (-4.62646, -0.23555, -0.46179)
H (0.35522, -2.23450, 1.93744)
H (1.99509, 3.07509, 0.29000)
F (4.35811, 1.15153, 1.32852)
N (0.56432, 1.29958, -0.74674)
N (-1.49020, 0.13936, -0.91702)
C (-0.07557, -0.08498, -2.58516)
C (-0.28337, 0.53165, -1.39309)
C (0.13505, 1.92069, 0.31548)
C (-4.11066, -0.34598, 0.50186)
N (-2.01195, -0.83884, -1.72635)
H (0.02313, -0.14373, 2.83772)
H (2.47374, -2.90160, 0.75234)
F (4.59774, -1.63216, 0.48926)
C (3.28434, 0.25006, 1.42446)
H (-4.89704, -0.37160, 1.28984)
H (0.66305, 3.63187, 1.06964)
H (-3.51007, -1.30944, 0.43756)
C (-1.29176, 1.68283, 0.85691)
C (2.37575, -1.93366, 1.13954)
H (-1.76417, 2.26732, 1.61246)
H (-2.04859, -2.67133, -3.40509)
C (-1.32411, -1.95608, -3.79861)
C (1.24532, -1.59098, 1.85137)
C (3.49660, -1.07954, 1.00785)
C (2.05483, 0.61634, 2.14620)
C (-2.06180, 0.74078, 0.20632)
O (-3.29207, 0.71397, 0.87529)
C (1.08665, -0.35708, 2.47481)

The following is a DFT calculation (wB97M-V/def2-TZVPD) of a gas-phase ion, C3H5N2 (charge +1).

HOMO-LUMO gap (spin up / spin down): 6.967 / 9.247 eV
energy relative to the best compared isomer or geometry (same formula, charge and spin): 359.9 kJ/mol
E_LUMO (spin up / spin down): -3.866 / -6.714 eV
net charge: +1
multiplicity: 3

CARTESIAN COORDINATES (ANGSTROEM)
C (-2.27466, -0.17302, -0.31985)
N (-1.42173, 0.44727, 0.21731)
H (-3.04144, -0.59408, -0.98206)
C (-0.12297, 0.56127, 0.57574)
H (0.10961, 1.20752, 1.39816)
H (0.25101, 0.00785, -1.42825)
C (0.28549, -0.88803, 0.33955)
N (0.82545, 0.17162, -0.49163)
H (1.79892, 0.57502, -0.48541)
H (0.96930, -1.39408, 1.04668)

The following is a DFT calculation (wB97M-V/def2-TZVPD) of 14 unconnected molecules or ions with the total composition C48H84O34S4.

HOMO-LUMO gap: 8.518 eV
energy relative to the best compared isomer or geometry (same formula, charge and spin): 330.8 kJ/mol
E_LUMO: -0.192 eV
multiplicity: 1

CARTESIAN COORDINATES (ANGSTROEM)
H (-6.85455, -4.75651, -1.95497)
C (-0.52475, -0.72210, -0.50796)
H (-2.28997, -4.53273, -1.31894)
H (5.31058, -2.60781, -1.28093)
O (-2.93399, 4.22210, 1.38023)
H (1.84671, 4.05846, 3.88191)
C (-5.11644, -4.61280, -3.12562)
O (-0.60488, -5.15305, 3.66573)
C (-2.89158, 3.27956, -3.61303)
O (-3.15848, 1.97104, -6.83745)
O (-0.38012, 1.65675, 7.55160)
H (-0.89997, 0.76804, -4.85511)
H (-6.86479, -4.40760, -4.15493)
H (-5.04802, 2.66328, -1.65604)
H (5.01554, 0.52080, 3.90069)
C (0.81720, 0.08941, 1.09817)
C (-4.86598, 2.08048, -2.55898)
H (1.85861, 3.51034, -0.72436)
C (5.27839, 1.80777, -3.57910)
C (-0.76765, -3.85787, 4.16121)
H (2.73640, 0.17931, 5.96906)
H (0.50218, -3.30853, 1.30155)
C (3.36825, 5.99517, -0.99929)
C (2.62279, -0.60727, 6.71504)
H (-5.02123, 3.78098, -3.76698)
O (-5.43686, -2.93941, -4.52275)
H (3.73477, 5.19079, 0.98742)
C (-4.87739, -2.44287, -3.48302)
H (-1.77876, -6.01988, 1.57820)
H (-0.88322, -3.49049, -1.75242)
H (3.67752, 5.44964, -1.89082)
H (2.50857, -2.12909, 1.38392)
H (0.64255, 0.31905, -2.01273)
O (-2.42167, 2.91061, -4.90146)
O (-1.49005, 2.48784, 1.12870)
C (-2.34910, 6.50886, 1.70872)
H (5.27985, 2.94304, 4.22584)
O (-1.54883, 4.26369, -0.37962)
H (-2.72913, 4.33968, -3.41848)
H (5.03018, -4.24667, -0.70981)
H (-5.37708, -4.79855, -5.19155)
C (1.12831, 3.33917, 3.48867)
C (2.63382, -2.36916, 4.67161)
C (-0.10160, 0.33536, -5.45803)
H (1.61978, 2.42469, 3.15661)
H (-0.58711, 1.27913, -1.27585)
H (-0.38838, -7.09965, 1.89280)
C (2.69908, 3.69922, -0.05651)
S (2.91559, -2.93989, -0.86514)
O (-1.32608, -6.60606, -3.34697)
H (0.60142, 3.73187, 2.61903)
O (3.39532, -0.99578, -4.94721)
C (-0.42091, 1.96715, 6.29076)
H (1.05240, -4.95241, 2.38964)
C (-2.02547, -0.69335, -0.64204)
H (-1.97715, -4.00642, -3.04454)
H (5.73368, 1.88283, -4.56661)
H (4.05217, -1.57114, 0.76484)
S (-0.47764, -5.69727, -2.43743)
H (-4.62670, -2.61469, 4.94084)
H (-5.77717, -1.54221, 4.19637)
C (4.94849, 1.18037, 3.03549)
H (-1.92704, 6.18498, -0.98748)
H (-1.71936, -2.13229, -6.70265)
H (-5.50006, -5.45951, -1.05717)
H (-2.36494, -1.51627, -0.01302)
H (-2.88908, 0.47074, 2.81725)
O (1.45263, 0.11706, 2.16422)
H (-2.29376, -1.17556, -5.27303)
H (-4.15630, -5.12118, -3.21389)
O (4.88781, -2.74252, -4.90338)
C (-3.36337, 2.40221, -5.67200)
S (0.06739, -1.42609, -5.00117)
H (2.37178, 0.29282, -3.56918)
C (-4.37333, 2.90736, -3.69541)
O (-4.80181, -3.36050, -2.55627)
C (5.65279, 2.48939, 3.30757)
O (-3.42617, -2.24276, 2.28736)
C (3.22301, 0.19447, -4.24286)
O (-0.15172, -0.71762, 0.82074)
C (-1.95166, 3.55429, 0.72910)
O (-4.30266, -4.05466, 1.22144)
C (-1.64007, -1.97259, -5.62733)
H (-2.75562, 6.61170, 2.71484)
H (4.74313, -3.89723, -2.34843)
H (0.75624, 1.00642, -5.41470)
C (-0.03495, -5.02277, 2.36134)
C (4.60985, -1.56761, -4.60446)
H (2.84414, -3.34368, 4.23095)
H (-6.28689, -6.35267, -2.32330)
O (-5.15359, -3.17448, 3.02795)
H (-1.99491, 2.78068, 3.72944)
H (3.87618, -3.34595, 1.22375)
H (1.43925, -5.38847, -3.92471)
H (2.95670, -0.03777, 7.58238)
H (-3.14855, 4.91672, -1.28185)
H (-4.08072, 1.34424, -2.38742)
O (-1.02327, -3.54830, 5.31983)
H (-2.39896, 0.23932, -0.21926)
H (-5.81687, 1.58324, -2.75048)
C (-4.89426, -2.14812, 3.99278)
H (5.16168, 0.63475, 2.11628)
H (-2.37791, -0.88067, -1.65633)
H (1.56064, -2.50406, 4.80639)
H (-2.03241, -2.88873, -5.18589)
C (-5.80349, -4.25317, -4.34964)
H (-2.37388, 7.53452, 1.34059)
H (1.05320, -3.81696, -3.23588)
C (-1.10935, 2.28219, 4.12365)
O (5.31948, -0.68258, -3.82499)
O (-4.55925, -1.29351, -3.33451)
C (-3.11738, 5.53541, 0.78127)
C (-1.55082, -4.28685, -2.08137)
C (6.53707, 3.89519, 1.78901)
C (-5.94786, -5.35471, -2.04540)
O (5.45675, 3.42592, 2.20543)
H (4.67232, 2.71035, -3.50092)
H (3.07893, 1.03503, -4.92168)
O (6.61348, 4.76603, 0.96416)
C (1.39534, 6.66130, -0.14042)
C (7.20082, 2.29738, 3.31070)
H (-0.48741, 4.23996, 4.56154)
H (3.60706, 3.29263, -0.50187)
C (-2.43312, 5.31753, -0.56379)
H (-4.49981, 0.20668, 2.20675)
H (1.55622, -0.73066, 6.90298)
O (0.42982, 7.37126, -0.00409)
H (2.91618, -1.69818, 3.86032)
O (1.13651, 0.79702, 0.01093)
H (-2.80247, -1.62172, 4.13517)
C (4.63666, -3.46128, -1.35510)
O (1.78189, -3.99417, -0.70919)
H (-0.00843, -4.52663, -4.49085)
H (7.45717, 1.27771, 3.02321)
O (-0.34420, -2.97526, 3.14480)
C (-3.83774, -0.01604, 3.04351)
H (3.86504, 1.26187, 2.94836)
H (-1.27935, 6.30212, 1.73990)
H (-0.69150, 1.56842, 3.41369)
H (7.66933, 2.54978, 4.26196)
C (-0.69653, -6.12814, 1.50639)
H (-2.32042, 2.76560, -2.83990)
O (1.73958, 5.70568, 0.65378)
O (2.25253, 6.80279, -1.21357)
H (4.28945, 0.31136, -2.43210)
H (6.08955, 1.89237, -2.85593)
O (7.55563, 3.22416, 2.25320)
C (-0.05851, 3.24534, 4.43950)
O (0.06681, -1.40206, -3.43298)
C (0.61802, -4.73778, -3.62421)
H (2.52655, 3.14103, 0.86368)
C (2.96380, 5.15968, 0.21754)
C (0.18275, 0.54137, -1.04978)
H (0.02910, -1.51248, -1.01457)
H (-4.17243, 5.72781, 0.58652)
O (-4.44141, 2.15889, -4.87651)
C (-4.25986, -3.25764, 2.14488)
O (0.38337, 2.88814, 5.80083)
C (-3.63884, -1.48280, 3.45012)
H (-0.44178, 0.31430, -6.49337)
S (3.46940, -2.15302, 6.29165)
C (4.56272, 0.41927, -3.48176)
H (4.18873, 6.69425, -0.83739)
H (-0.38664, -5.99751, 0.46957)
O (2.84393, -3.21439, 7.23210)
C (3.40126, -2.44202, 0.84237)
H (-4.22630, 0.52501, 3.90629)
H (-1.30820, -3.60526, 1.40886)
O (-1.34168, 1.62987, 5.38297)
C (-0.33821, -3.65392, 1.90366)

The following is a DFT calculation (wB97M-V/def2-TZVPD) of 2 unconnected molecules or ions with the total composition C2H2S3.

HOMO-LUMO gap: 8.437 eV
energy relative to the best compared isomer or geometry (same formula, charge and spin): 48.3 kJ/mol
E_LUMO: -0.539 eV
multiplicity: 1

CARTESIAN COORDINATES (ANGSTROEM)
S (-0.06124, -1.48245, 0.17875)
C (-0.17108, 2.90767, -2.02766)
S (-1.40030, 2.33169, -2.74312)
S (1.18670, 3.44033, -1.46154)
H (1.04001, -2.68508, 1.91251)
H (-0.65589, -2.28291, 2.51218)
C (0.06180, -2.22925, 1.62887)

The following is a DFT calculation (wB97M-V/def2-TZVPD) of a molecular structure, C8H22CdIN2O2.

HOMO-LUMO gap: 9.019 eV
energy relative to the best compared isomer or geometry (same formula, charge and spin): 0.0 kJ/mol
E_LUMO: -2.942 eV
net charge: +1
multiplicity: 1

CARTESIAN COORDINATES (ANGSTROEM)
C (-0.03519, -2.99712, -1.58554)
C (1.17629, 3.27123, 0.82188)
N (0.71599, -0.30629, 1.48890)
H (1.36477, 4.18750, 0.29810)
C (-0.80911, 1.53732, -1.89308)
H (0.70015, -2.85170, -2.39309)
H (0.62499, 3.13124, -2.04239)
H (-0.15866, 0.13272, 1.32097)
C (-0.48417, -1.87431, 3.05983)
C (-1.97037, 1.06026, -0.93364)
H (-0.39007, -3.60609, 0.74708)
H (-1.02208, -2.59400, -1.83960)
H (-0.31494, -4.05292, -1.46050)
H (0.54635, 0.59982, -3.08927)
H (-1.31800, 1.87122, -2.83546)
H (-2.70667, 0.49075, -1.45983)
H (-1.46840, -1.41707, 2.90615)
H (2.13374, 2.87768, 0.90126)
C (0.46344, -1.74187, 1.85309)
H (-1.19354, -1.91093, 0.55781)
H (-0.66768, -2.93958, 3.26706)
H (-0.44519, -0.43815, -2.24364)
H (-1.63226, 0.40461, -0.18054)
H (1.42955, -2.18038, 2.02925)
O (0.52476, 2.35174, -0.02284)
H (-2.42251, 1.91895, -0.35666)
I (4.26002, 0.79215, -0.07415)
N (0.09909, 0.42048, -2.18982)
H (-0.07869, -1.33955, 3.91152)
Cd (1.80479, 0.13828, -0.57678)
O (0.55105, -2.37793, -0.47526)
C (-0.09461, 2.73648, -1.26195)
H (0.65397, 3.45985, 1.73507)
H (1.14119, 0.13948, 2.23478)
H (-0.75595, 3.56521, -0.94740)
C (-0.22206, -2.45907, 0.72874)

The following is a DFT calculation (wB97M-V/def2-TZVPD) of a single C13H15N3S2 molecule.

HOMO-LUMO gap: 7.888 eV
energy relative to the best compared isomer or geometry (same formula, charge and spin): 295.7 kJ/mol
E_LUMO: -0.644 eV
multiplicity: 1

CARTESIAN COORDINATES (ANGSTROEM)
H (2.57131, 2.71063, 2.19221)
C (-0.39269, -0.31207, -1.18823)
C (-5.83077, -0.64053, -3.77738)
H (3.19331, -1.52653, 2.49438)
S (-5.16695, 0.69034, -3.01943)
H (4.16389, -0.75442, 1.30019)
S (-7.43945, -0.59289, -4.46760)
C (0.35755, -1.35918, -0.51252)
H (0.89912, 2.26718, 0.40168)
N (-5.03283, -1.61533, -3.98083)
C (-0.02398, 1.04492, -0.80979)
N (-2.48613, 0.10025, -2.15617)
C (3.18669, 1.85788, 1.97879)
C (3.63707, -0.53975, 2.32444)
H (4.41353, -0.19835, 3.13877)
H (0.75564, 0.81014, 3.25123)
H (-0.67004, 1.92043, -1.08962)
H (2.07848, 1.44326, 3.95144)
H (-1.79139, -1.81753, -1.95005)
H (1.95765, -1.98896, 0.66774)
H (2.01781, -0.22872, 4.04313)
C (1.78575, 0.61677, 3.37825)
H (3.56414, 1.93051, 0.93468)
C (1.37836, -1.13885, 0.42354)
C (2.52289, 0.56008, 2.07723)
H (4.02886, 2.03696, 2.61510)
H (-7.30677, -1.87345, -4.64830)
H (0.14701, -2.40860, -0.63113)
C (1.59484, 0.23587, 0.83612)
C (-3.66467, -0.27434, -2.78357)
N (-3.73233, -1.39859, -3.35641)
C (0.87875, 1.22589, 0.13223)
C (-1.59467, -0.78300, -1.77012)

The following is a DFT calculation (wB97M-V/def2-TZVPD) of 3 unconnected molecules or ions with the total composition C20H44F3N2O9P.

HOMO-LUMO gap: 9.294 eV
E_LUMO: 0.523 eV
multiplicity: 1

CARTESIAN COORDINATES (ANGSTROEM)
C (2.19588, 4.37393, -1.95753)
H (2.36320, -5.14381, 2.88963)
H (1.67680, 0.05635, 1.48081)
O (-3.94354, 4.33798, -3.57252)
O (4.46032, -3.27879, 1.11025)
H (-3.73661, 5.01551, -0.31688)
H (7.15567, -1.29315, 1.06217)
C (4.64394, 1.27839, 0.92542)
H (3.69385, -2.99261, -0.81025)
H (4.41849, -4.59589, -0.49897)
C (1.71668, -5.88018, 2.41461)
F (-7.49935, 6.29962, 0.49393)
O (3.25090, 1.10796, 0.74293)
H (0.57747, 3.52492, -0.82724)
C (-5.99524, 6.18593, -2.72651)
H (6.25354, -3.42382, 0.05847)
H (-6.27848, 5.23051, -2.30617)
N (-1.58720, -6.54532, 1.86781)
H (-4.47773, -4.77786, 2.50090)
C (2.99602, 3.09313, -2.20596)
H (-1.11684, 4.64675, -3.66957)
O (-4.01844, 4.45856, -1.05295)
H (-6.38401, 7.74210, -1.32393)
F (-9.17982, 6.66398, -2.60749)
O (-0.10793, 5.10687, -1.95999)
C (-1.54550, -3.62121, 3.32651)
O (1.05150, -5.23107, 1.34611)
H (-1.36224, -3.27328, 2.30688)
F (-9.47439, 5.49535, -0.12759)
H (0.70935, -7.14311, 0.58925)
H (-3.20134, -6.75006, 3.13724)
C (-1.28330, 4.72429, -2.60388)
P (-3.72103, 5.19911, -2.42016)
H (2.86016, -4.16033, 0.22801)
H (2.74146, -0.89026, 0.44983)
H (6.35533, -3.41929, 1.82319)
H (0.64284, -5.80096, -0.55904)
C (-1.12779, -5.99794, 0.59853)
C (5.51079, 0.62152, -0.14503)
H (4.93491, 0.98756, 1.94166)
H (4.62683, -1.18024, -0.38345)
H (-7.11346, 8.00020, -2.91060)
C (-2.97973, -6.24495, 2.19456)
H (-1.00168, -6.18914, 2.61026)
H (-1.63761, 3.79140, -2.18093)
H (-1.60261, -6.54767, -0.21952)
C (0.74839, 3.98453, -1.79552)
C (5.84070, -2.97527, 0.96634)
H (-1.38380, -4.93578, 0.48726)
O (-4.62200, 6.50163, -2.42270)
O (-2.24641, 5.75378, -2.32760)
C (-8.18960, 6.68217, -1.69459)
C (-3.39550, -4.78530, 2.35016)
H (-6.13332, 6.08376, -3.79065)
H (5.14969, 0.96817, -1.11617)
H (3.24704, -0.46979, 2.11156)
H (5.60932, -1.09600, 1.90845)
O (-2.85447, -4.13517, 3.48374)
H (-3.20860, -4.19532, 1.44483)
H (2.55898, 2.31968, -1.58283)
H (4.81566, 2.35595, 0.85638)
H (2.55350, 4.88159, -1.07444)
C (-6.90579, 7.26997, -2.14104)
N (5.56045, -0.83710, -0.20574)
C (2.72161, -0.11637, 1.22156)
H (6.53401, 0.99571, -0.03682)
H (2.33640, -6.70538, 2.05319)
H (0.54368, 3.23156, -2.55274)
C (3.83804, -3.77864, -0.06035)
H (-3.61703, -6.70513, 1.43269)
H (-0.78880, -4.35998, 3.60472)
H (-1.44051, -2.77514, 4.00573)
C (-8.39079, 6.17436, -0.48343)
H (2.27728, 5.00591, -2.82916)
H (4.03072, 3.18497, -1.91241)
H (1.01461, -6.25730, 3.16547)
H (2.88151, 2.76429, -3.22800)
C (6.07987, -1.48057, 0.99364)
C (0.37509, -6.11074, 0.45570)

| no. | maximum force (eV/Å) |
| --- | --- |
| 1 | 4.29 |
| 2 | 4.70 |
| 3 | 6.41 |
| 4 | 1.83 |
| 5 | 3.28 |
| 6 | 5.33 |
| 7 | 1.28 |